(1)
This record from OMol25 describes a cluster of 2 separate species, C4H3FOS in total at a distorted geometry. The level of theory is the ωB97M-V functional and the def2-TZVPD basis.

Structure (XYZ):
```
10
Properties=species:S:1:pos:R:3:forces:R:3
H -2.6817 -0.4045 -0.1335 1.2 1.2 -0.1
S 3.8822 -0.8445 -0.3604 -2.3 2.0 1.9
F 3.5551 0.4165 0.7491 1.0 -1.5 -1.4
C -0.6939 -0.9871 0.2768 2.4 -3.0 0.9
C -1.6153 -0.0432 -0.0531 -3.8 1.4 -1.7
C -0.9831 1.1286 -0.4086 -2.1 -1.4 1.5
H -1.2902 2.0998 -0.6329 -0.5 1.1 -0.4
C 0.4803 -0.2985 0.1611 0.5 -0.3 0.2
H -0.9482 -2.0549 0.4903 0.8 1.3 -0.2
O 0.2949 0.9876 -0.0889 2.7 -0.9 -0.7
```
Positions in Å, forces in eV/Å.

As for the LUMO energy (alpha / beta): -3.73 / -3.71 eV. The molar mass comes out at 118.13 g mol⁻¹. The value obtained for the HOMO energy (alpha / beta) is -8.618 / -8.696 eV. As for the frontier orbital gap (alpha / beta): 4.89 / 4.98 eV. Its spin multiplicity is 1. The total energy is -19788.899 eV. The value obtained for the energy above the lowest of the compared OMol25 structures with the same formula, charge and spin is 147.8 kcal per mole. Its charge is 0.

(2)
This record from OMol25 describes a cluster of 2 separate species, CH2FNO2 in total at a distorted geometry. The level of theory is the ωB97M-V functional and the def2-TZVPD basis.

Structure (XYZ):
```
7
Properties=species:S:1:pos:R:3:forces:R:3
C 0.0871 0.9179 0.1131 -2.5 2.1 -0.5
F 1.8169 -1.1021 -0.2912 -1.9 0.7 0.8
H -1.2174 -1.1383 -0.6213 -0.5 0.8 -1.9
O -0.7819 -1.2662 0.2024 -0.3 -1.2 1.8
N 0.0767 -0.4060 0.5794 2.7 -1.0 0.0
H -1.0420 1.4993 0.2393 2.6 -1.7 -0.2
O 1.0605 1.4953 -0.2218 0.0 0.3 0.0
```
Positions in Å, forces in eV/Å.

As for the LUMO energy (alpha / beta): -2.23 / -2.03 eV. The molar mass comes out at 79.03 g mol⁻¹. The value obtained for the HOMO energy (alpha / beta) is -11.045 / -11.072 eV. As for the frontier orbital gap (alpha / beta): 8.81 / 9.04 eV. Its spin multiplicity is 1. The total energy is -9365.738 eV. The value obtained for the energy above the lowest of the compared OMol25 structures with the same formula, charge and spin is 102.9 kcal per mole. Its charge is 0.

(3)
This record from OMol25 describes a cluster of 13 separate species, C4H37N3O12 in total at a distorted geometry. The level of theory is the ωB97M-V functional and the def2-TZVPD basis.

Structure (XYZ):
```
56
Properties=species:S:1:pos:R:3:forces:R:3
C -0.6182 -2.6406 -1.8619 -1.5 -0.2 -0.3
H -0.3129 1.0269 -3.8021 0.4 -0.6 -0.1
H -2.4921 -3.1501 -1.0621 0.1 -0.1 -0.2
N -0.5437 0.8844 0.4617 0.6 0.5 -0.7
O 2.2955 3.3868 0.4227 0.2 -0.4 0.0
O 1.2309 2.8411 -2.0145 0.0 0.0 -0.6
H 0.6059 -2.5497 -0.2634 0.5 0.7 -0.6
H -2.1714 1.4919 -2.5477 0.2 -0.4 -0.2
H 1.8164 3.5806 -2.2340 0.0 -0.1 0.0
H -0.2637 1.7286 -0.0277 -0.1 0.2 0.2
H -1.0079 -2.7297 1.3977 -0.5 -0.2 0.1
O 4.3827 -0.4284 0.4922 0.2 0.6 -2.1
H -0.1112 -1.3549 3.0194 0.5 0.3 0.5
H 1.4909 0.1172 0.7412 -0.1 0.7 0.3
H -0.9186 -2.1543 -2.8010 0.4 0.0 0.0
H -2.0064 -1.6215 -0.7374 -0.2 -0.2 -0.2
H 1.5803 -0.2868 -1.4222 -1.3 0.8 -0.2
H 1.8379 -1.9961 -3.1161 0.3 0.8 0.0
O 0.0871 1.7384 -4.3125 -0.7 0.2 0.5
H -2.8976 1.4394 2.4476 -0.6 0.0 0.4
O 3.2629 -0.6274 2.9284 -1.4 0.7 0.5
C 0.6395 -2.0141 -1.2582 0.8 -1.9 -0.2
H 2.2860 -0.7554 2.9349 0.3 -0.6 -0.2
H -3.3041 2.3385 -2.8502 0.0 -0.1 -0.9
H 0.2772 2.8523 2.6289 0.5 0.0 0.0
H -3.2015 1.3852 -0.2543 -0.7 0.2 0.5
H 0.1250 -0.9639 0.9392 0.4 0.1 -0.1
H 2.8386 2.5860 0.2940 -0.2 0.7 -0.4
H 3.7372 0.2435 0.7358 0.4 -0.7 0.9
O -3.6880 0.5945 -0.5097 0.5 -0.4 -0.5
H 1.8901 -3.4733 -2.3728 -0.1 -0.1 0.7
H -0.3798 -3.6965 -2.0723 -0.1 0.5 0.1
H -2.3070 2.5628 1.6634 -0.4 0.2 0.2
C 0.4968 -0.1091 0.3707 -1.8 -1.4 -0.2
H -1.4568 0.5921 0.1208 0.2 -0.5 -0.1
H 0.9092 2.5357 -2.8976 0.0 0.0 0.3
O 0.5040 -0.6172 3.2333 -0.7 -0.7 -0.4
H -1.0107 -3.8728 2.3921 0.1 0.0 0.3
H 0.0923 0.1714 2.8620 0.3 0.4 0.3
H 4.3714 -1.1757 1.0798 -0.4 0.2 0.9
H 1.5866 3.3712 -0.2488 0.6 -0.3 0.1
H 3.2062 0.1189 3.5472 0.9 0.0 0.0
O -3.1709 2.2000 1.9186 0.9 0.0 -0.4
H -0.7333 2.2649 -4.3685 0.3 0.3 -0.5
H -2.0398 -0.1910 2.3046 0.9 -1.3 0.4
C 1.8859 -2.4114 -2.1167 -0.6 -0.3 0.6
H 2.7747 -2.1804 -1.5224 0.1 0.1 -0.6
O -2.6267 -0.6671 2.8906 -2.2 1.4 0.0
H 1.5675 2.6563 1.7390 -0.7 0.2 0.7
N 0.6779 -0.6105 -1.0054 2.4 -0.6 0.5
O 0.9635 2.2126 2.3901 0.0 0.0 0.0
N -1.6797 -2.5795 -0.8672 0.1 0.5 0.5
H -2.4618 -1.4680 3.3909 1.2 0.1 -0.7
O -1.0730 -2.9106 2.3525 0.3 -0.2 -0.5
O -2.5903 1.8710 -3.3290 -0.4 0.4 1.1
H -4.3525 0.4436 0.1762 0.2 0.3 0.0
```
Positions in Å, forces in eV/Å.

As for the LUMO energy (alpha / beta): -3.03 / -8.04 eV. The molar mass comes out at 319.35 g mol⁻¹. The expectation value of S² is 0.755. The value obtained for the HOMO energy (alpha / beta) is -13.611 / -13.608 eV. As for the frontier orbital gap (alpha / beta): 10.59 / 5.57 eV. Its spin multiplicity is 2. The total energy is -33780.014 eV. Its charge is +1.

(4)
This record from OMol25 describes the molecule C6H9NO at a distorted geometry. The level of theory is the ωB97M-V functional and the def2-TZVPD basis.

Structure (XYZ):
```
17
Properties=species:S:1:pos:R:3:forces:R:3
H -1.4282 1.4545 -1.3022 1.1 -0.1 0.1
O 0.4840 -0.4250 -1.2521 1.8 -0.2 -0.9
H -1.6528 0.0166 1.2049 0.1 -0.5 -0.4
C -0.5499 1.6140 -0.6210 -0.8 0.4 -0.7
C 1.9933 -0.8067 0.2641 0.8 1.5 2.5
H 1.8325 1.3252 0.4183 -1.1 -1.4 0.9
H -1.0326 2.1895 0.1658 0.4 0.1 0.5
N 1.6867 -1.0972 -0.9019 -1.1 -1.3 -1.7
H 0.9664 0.4462 1.9081 0.6 -0.1 -2.3
C 1.2050 0.3987 0.7551 0.7 0.9 2.2
H 0.2418 2.2313 -1.1079 -0.6 -0.6 0.3
H -1.1401 -2.1048 -0.9161 -0.9 -0.1 0.9
H -2.5984 -2.1114 0.3428 0.2 0.1 0.0
C -0.0092 0.2745 -0.1117 -0.6 0.4 -1.6
H 2.8535 -1.2165 0.8357 -0.6 0.1 -1.0
C -1.6919 -1.6622 -0.0463 1.5 -0.2 -1.8
C -1.1602 -0.5268 0.3645 -1.5 0.9 3.0
```
Positions in Å, forces in eV/Å.

Its SMILES is C=C[C@@]1(C)CC=NO1. As for the LUMO energy: 0.86 eV. The molar mass comes out at 111.14 g mol⁻¹. The value obtained for the HOMO energy is -9.570 eV. As for the frontier orbital gap: 10.43 eV. Its spin multiplicity is 1. The total energy is -9902.532 eV. The value obtained for the energy above the lowest of the compared OMol25 structures with the same formula, charge and spin is 70.8 kcal per mole. Its charge is 0.

(5)
This record from OMol25 describes a cluster of 14 separate species, C4H37N2O14S in total at a distorted geometry. The level of theory is the ωB97M-V functional and the def2-TZVPD basis.

Structure (XYZ):
```
58
Properties=species:S:1:pos:R:3:forces:R:3
H -4.1509 -1.7015 -0.3264 -0.4 0.0 0.7
O 2.2528 2.6129 -0.0169 0.6 -1.1 0.4
N -2.4075 -0.8701 0.5914 -0.9 -0.1 -1.4
O -0.8361 4.1770 1.6212 3.8 0.6 1.1
O -4.3239 1.2067 1.3849 3.9 -2.6 -1.9
H 0.8647 1.1536 2.5758 -0.7 0.0 -0.4
C -0.1888 -1.4191 -0.4058 3.2 -1.9 -1.7
H -0.1226 -4.4680 0.0975 -0.7 0.8 -1.1
H 2.5523 -1.0322 3.5169 0.1 -0.7 -2.0
H 1.3751 2.3784 -0.3689 0.5 1.1 -0.1
H -1.2619 2.1537 2.3972 2.9 -1.1 -2.7
O 3.3588 -2.9089 -0.7165 -3.9 2.3 0.8
H 1.5962 -0.9088 0.8877 -1.2 0.0 0.4
H 3.5698 -3.7723 -0.7495 -0.1 -5.4 0.1
H -0.4710 -2.4271 -0.6961 -0.5 0.4 0.3
H -1.4668 -4.6647 2.0912 2.9 -0.9 -1.0
H -1.8225 2.3610 3.6226 -1.6 0.1 -0.6
O -0.5051 -4.9806 1.8272 -3.8 1.7 -0.7
H -3.6500 1.4868 1.9913 -0.3 1.1 1.0
H 2.3891 0.6289 -1.0854 0.8 -0.1 0.0
H 0.4529 5.3921 -0.6385 0.4 2.4 -0.7
O -1.3792 3.0401 -1.5293 -2.6 -4.2 0.4
H -3.2873 -0.5336 -1.2940 0.1 -0.5 0.1
H 0.1290 4.2480 -0.0590 -0.9 -1.8 1.6
N 1.1250 -1.7082 0.4489 1.0 -1.9 -1.5
H 0.7828 0.2080 -1.4686 -1.8 0.0 -0.8
H -0.6816 -5.2195 -1.0815 0.2 3.3 0.3
C -3.1657 -1.3406 -0.5504 0.7 -1.9 -2.0
H 2.0382 -2.0042 -0.2158 -3.0 0.2 1.7
H -2.8345 -0.1269 1.1455 -0.2 -0.5 -0.2
H -5.1794 1.4640 1.4308 -3.6 1.6 1.0
S -0.6153 -1.1941 -3.1312 -1.4 2.7 0.1
H 3.1191 -0.3049 2.3342 -0.8 -1.1 0.0
C 0.3394 -0.7708 -1.6941 3.4 -1.5 0.7
H -1.7140 4.2332 1.9237 -1.8 0.0 0.5
H 0.9746 -2.4898 1.1567 0.2 1.6 -1.0
H -1.9834 3.5142 -0.9967 -1.2 0.6 0.9
O 2.8323 -0.1013 -0.6262 -4.2 -2.5 -4.1
H 1.4058 -1.2503 -1.9077 -2.4 0.3 0.3
H -1.4718 -0.0458 -2.9832 1.0 -1.7 -0.5
H 1.7334 1.2627 -3.8990 -0.4 -0.4 2.8
H 4.1793 -2.6242 -0.9195 4.2 3.0 -1.1
O -2.1053 2.3606 2.6673 -2.1 0.1 3.8
O 1.7513 1.2182 2.2527 1.6 0.7 0.0
H 2.0607 2.2224 -2.8375 0.7 1.8 0.6
O 0.6529 4.4933 -0.7990 0.7 0.2 -0.8
C -1.1187 -0.6325 0.3877 1.4 0.5 3.9
H -0.1442 -5.2353 2.6414 1.0 -0.7 1.9
O -0.5113 0.0614 1.2160 -0.4 1.4 -0.1
H -0.2932 4.1327 2.4841 -1.2 0.3 -2.2
H -2.6356 -2.2992 -1.0552 -1.0 2.4 1.1
O -0.5225 -4.2172 -0.7935 0.4 -4.7 0.5
H -0.7714 3.6454 -1.7727 3.3 3.1 -1.4
O 2.6989 -1.1880 2.5254 1.0 1.3 2.5
H 3.4291 0.2357 -0.0955 4.7 3.0 4.1
O 1.6968 1.3627 -2.8677 0.0 -0.9 -3.7
H 1.8880 1.9052 1.5658 -0.5 -0.2 0.4
H 2.5454 3.5186 -0.1838 -1.0 -0.2 -0.3
```
Positions in Å, forces in eV/Å.

As for the LUMO energy: -2.33 eV. The molar mass comes out at 369.41 g mol⁻¹. The value obtained for the HOMO energy is -11.378 eV. As for the frontier orbital gap: 9.05 eV. Its spin multiplicity is 1. The total energy is -47220.134 eV. The value obtained for the energy above the lowest of the compared OMol25 structures with the same formula, charge and spin is 172.5 kcal per mole. Its charge is +1.